Record 1
The following is a quantum chemistry calculation of the ion C20H32NO5 with charge +1 at a distorted geometry, from OMol25.

XYZ file:
```
58
Properties=species:S:1:pos:R:3:nbo_charge:R:1
O -3.34 -1.01 -0.02 -0.5066
O 0.53 -1.42 -1.68 -0.3601
O 2.26 0.87 -3.38 -0.5365
O -3.50 0.82 -1.39 -0.5198
O -2.12 -2.85 -0.31 -0.4889
N 0.37 -1.33 -0.28 0.0588
C 1.55 -0.62 0.32 -0.0601
C -5.16 1.06 1.44 -0.1818
C 2.89 -1.28 -0.09 -0.6273
C 2.09 1.97 2.08 -0.6351
C 1.53 -0.55 1.87 -0.4293
C -0.94 -0.74 0.13 -0.3112
C -3.28 2.66 2.68 -0.1982
C -3.87 1.17 0.94 -0.1673
C -3.56 0.34 -0.28 0.7943
C -2.13 -1.47 -0.54 0.3822
C -0.87 -3.45 -0.59 -0.0907
C 1.25 -0.09 -3.59 -0.0843
C 0.27 -2.75 0.18 -0.2597
C -2.94 1.96 1.55 -0.1700
C 1.06 0.85 2.36 -0.3917
C -5.46 1.77 2.57 -0.1851
C -4.54 2.56 3.22 -0.2003
C 4.36 1.04 -2.20 -0.6293
C 3.59 0.37 -3.37 -0.0678
C 0.28 -0.19 -2.39 -0.1397
H 0.37 0.73 -1.81 0.2161
H 0.04 1.08 2.03 0.1914
H 1.63 0.41 -0.02 0.2422
H 3.65 -0.72 -3.22 0.1624
H 2.53 -0.68 2.29 0.2410
H -1.06 -0.93 1.20 0.2583
H -2.54 3.29 3.17 0.2198
H -2.10 -1.34 -1.64 0.1724
H 4.12 0.60 -4.30 0.1909
H 0.00 -2.82 1.23 0.2454
H 1.62 -1.08 -3.88 0.1985
H -4.83 3.08 4.13 0.2315
H 3.61 1.41 -1.50 0.2035
H 3.03 1.60 1.68 0.2064
H 1.67 2.61 1.29 0.2109
H 5.01 1.85 -2.53 0.2299
H -0.91 -4.46 -0.17 0.2276
H -1.92 2.05 1.17 0.1901
H 1.17 -3.33 -0.04 0.2548
H 0.65 0.26 -4.44 0.2042
H 4.92 0.27 -1.66 0.2063
H -0.66 -3.57 -1.66 0.2046
H -5.88 0.42 0.95 0.2298
H -0.73 -0.19 -2.83 0.2093
H 3.70 -0.62 0.20 0.2477
H -0.97 0.35 0.01 0.2555
H 2.22 2.63 2.94 0.2401
H 2.93 -1.56 -1.14 0.2316
H 0.86 -1.27 2.36 0.2193
H -6.46 1.66 2.98 0.2262
H 3.00 -2.18 0.53 0.2147
H 0.99 0.75 3.46 0.2226
```

As for the total charge: +1. As for the orbital gap: 0.370 Eh. As for the total energy: -32977.0086 eV. For the highest occupied orbital energy, the calculation gives -12.215 eV.



Record 2
The following is a quantum chemistry calculation of a cluster of 2 separate species, C3H8NO in total at a distorted geometry, from OMol25.

XYZ file:
```
13
Properties=species:S:1:pos:R:3:nbo_charge:R:1
O -2.33 -0.36 0.67 -0.6855
N 2.42 -0.91 -0.56 -0.5730
C 2.37 -0.16 0.48 0.1838
C -1.67 0.22 -0.37 0.1422
C -1.05 1.37 -0.11 -0.5351
H -0.50 1.82 -0.92 0.2026
H -1.58 -0.33 -1.30 0.1765
H 1.79 -1.71 -0.62 0.4499
H 2.70 -0.46 -1.43 0.4447
H 2.22 -0.51 1.50 0.2471
H -1.05 1.81 0.87 0.2232
H -2.81 -1.15 0.49 0.4929
H 2.91 0.78 0.48 0.2307
```

As for the total charge: +1. As for the orbital gap: 0.227 Eh. The relative energy (zero: lowest compared OMol25 entry of this formula, charge and spin) comes out at 192.6 kJ/mol. As for the total energy: -6769.1735 eV. For the highest occupied orbital energy, the calculation gives -12.369 eV.



Record 3
The following is a quantum chemistry calculation of a structure of composition C21H23AuN5OS2Se, from OMol25.

XYZ file:
```
54
Properties=species:S:1:pos:R:3:nbo_charge:R:1
Au -0.82 -2.64 0.11 0.5157
Se 1.19 -3.65 -2.72 -0.2552
S -0.08 -6.87 2.22 -0.3193
S -1.48 -0.51 -0.36 -0.3558
O 1.63 -0.53 -0.45 -0.6440
N 0.50 0.61 1.24 -0.7031
N 0.59 -0.89 -3.20 -0.4008
N -0.55 -4.60 0.65 -0.6899
N -1.13 -2.20 -3.40 -0.5671
N -1.54 1.58 1.26 -0.4310
C -2.86 -0.42 -3.94 -0.2353
C -0.34 -5.54 1.32 0.1915
C -2.94 1.71 0.91 -0.2098
C -0.49 -0.08 -3.53 0.2026
C 1.56 -0.05 0.67 0.6536
C -1.60 -0.92 -3.65 0.1219
C -0.59 1.28 -3.70 -0.2452
C -0.99 2.53 2.22 -0.2059
C -0.88 1.99 3.64 -0.6200
C 1.93 -0.39 -2.96 -0.4115
C 5.07 -0.23 3.12 -0.2160
C -0.73 0.59 0.78 0.3942
C 5.00 -0.94 1.93 -0.2259
C 4.00 0.54 3.54 -0.2177
C -2.96 0.96 -4.11 -0.2263
C -1.86 1.79 -3.99 -0.2286
C 3.86 -0.87 1.15 -0.1845
C 2.85 0.61 2.76 -0.2091
C 0.20 -2.18 -3.11 0.2742
C 2.78 -0.10 1.56 -0.0544
C -3.88 0.94 1.84 -0.6195
H 5.97 -0.28 3.74 0.2020
H -1.85 1.72 4.04 0.1984
H 5.84 -1.55 1.61 0.2067
H -0.43 2.74 4.30 0.2002
H -4.91 1.05 1.51 0.2026
H -3.81 1.31 2.87 0.1942
H 2.34 0.01 -3.89 0.1788
H -1.67 -3.04 -3.29 0.4364
H 4.05 1.09 4.47 0.2009
H -1.98 2.86 -4.12 0.2070
H 3.78 -1.41 0.22 0.2380
H 1.90 0.37 -2.19 0.2426
H -0.01 2.84 1.87 0.2198
H 2.53 -1.23 -2.61 0.2585
H -0.24 1.10 3.64 0.2340
H -3.62 -0.12 1.83 0.2333
H 0.26 1.93 -3.59 0.2204
H -3.93 1.39 -4.33 0.2071
H 1.99 1.19 3.07 0.2273
H -3.18 2.78 0.93 0.1827
H -3.72 -1.07 -4.01 0.2161
H -1.64 3.41 2.21 0.1836
H -3.09 1.36 -0.11 0.2314
```

As for the total charge: -1. As for the orbital gap: 0.268 Eh. The relative energy (zero: lowest compared OMol25 entry of this formula, charge and spin) comes out at 0.0 kJ/mol. As for the total energy: -122362.0024 eV. For the highest occupied orbital energy, the calculation gives -4.708 eV.



Record 4
The following is a quantum chemistry calculation of the molecule C4H6N2O at a distorted geometry, from OMol25.

XYZ file:
```
13
Properties=species:S:1:pos:R:3:nbo_charge:R:1
O 0.85 -0.55 -0.60 -0.5039
N -2.59 -0.50 -0.24 -0.2410
N -2.21 0.95 -0.31 -0.2438
C -0.97 1.05 -0.02 0.0295
C -0.24 -0.28 0.18 -0.0227
C 2.00 0.15 -0.11 -0.2512
C -1.53 -1.14 -0.06 0.0649
H 2.17 -0.15 0.93 0.1734
H 0.02 -0.36 1.27 0.1958
H 2.84 -0.19 -0.73 0.2057
H -0.50 2.06 -0.10 0.2076
H 1.82 1.20 -0.21 0.1759
H -1.65 -2.24 0.01 0.2099
```

As for the orbital gap: 0.390 Eh. The relative energy (zero: lowest compared OMol25 entry of this formula, charge and spin) comes out at 319.6 kJ/mol. As for the total energy: -9270.1891 eV. For the highest occupied orbital energy, the calculation gives -10.157 eV.



Record 5
The following is a quantum chemistry calculation of a structure of composition C6H12I2NO at a distorted geometry, from OMol25.

XYZ file:
```
22
Properties=species:S:1:pos:R:3:nbo_charge:R:1
I 2.30 -0.95 -0.65 0.1871
I 1.27 -4.36 -0.38 0.2251
O 0.16 -1.00 1.99 -0.5781
N -0.86 0.12 -0.14 -0.6545
C 0.79 -2.31 0.15 -0.5909
C 0.09 2.30 -0.31 -0.7082
C -0.71 1.20 -0.83 0.5204
C 1.52 -2.86 2.57 -0.7406
C -1.34 1.32 -2.16 -0.7014
C 0.77 -2.00 1.64 0.5708
H -0.58 3.10 0.02 0.2801
H -0.55 1.29 -2.92 0.2783
H 1.52 -2.41 3.56 0.2597
H 0.70 2.00 0.55 0.2554
H -1.52 -0.58 -0.48 0.4117
H 0.72 2.74 -1.08 0.2671
H -2.05 0.52 -2.37 0.2400
H -0.47 -0.06 0.81 0.4615
H -0.15 -2.10 -0.35 0.2129
H -1.84 2.28 -2.27 0.2717
H 1.05 -3.84 2.63 0.2690
H 2.54 -3.01 2.22 0.2626
```

As for the total charge: +1. As for the orbital gap: 0.323 Eh. The relative energy (zero: lowest compared OMol25 entry of this formula, charge and spin) comes out at 0.0 kJ/mol. As for the total energy: -26149.0853 eV. For the highest occupied orbital energy, the calculation gives -12.698 eV.



Record 6
The following is a quantum chemistry calculation of a structure of composition C21H49FeGeN2O5S, from OMol25.

XYZ file:
```
80
Properties=species:S:1:pos:R:3:lowdin_charge:R:1
Ge 2.28 -0.05 0.56 1.0394
Fe -0.57 -0.88 0.04 0.8793
S -2.49 -3.48 -0.03 1.0248
O -1.97 0.38 -0.32 -0.0878
O 1.24 -0.49 -0.88 -0.3417
O 2.60 1.67 0.43 -0.2559
O -1.12 -2.76 0.03 -0.5808
O 0.76 -0.32 1.53 -0.3458
N -3.66 1.45 -1.34 -0.1133
N -1.80 2.63 -0.60 -0.1095
C 4.98 1.43 0.98 -0.0486
C 1.60 -0.29 -2.29 -0.6256
C 1.64 0.45 3.65 -0.0261
C -4.62 2.56 -1.28 -0.0175
C -2.50 -3.98 2.67 -0.1123
C 0.72 -0.56 2.99 -0.6397
C -2.32 -4.61 -1.41 -0.3752
C -1.92 3.76 -1.52 -0.0208
C 1.21 1.13 -2.67 -0.0068
C 0.79 -1.32 -3.06 -0.0225
C 3.58 3.31 1.87 -0.0161
C 3.84 2.40 0.69 -0.6517
C 1.18 -1.99 3.23 -0.0152
C -2.46 1.48 -0.75 -0.4485
C -0.67 2.70 0.32 -0.0094
C -2.32 -3.87 -2.74 -0.1113
C -2.42 -4.67 1.31 -0.3763
C 3.09 -0.53 -2.45 -0.0241
C -4.22 0.16 -1.74 -0.0173
C 4.12 3.20 -0.58 -0.0193
C -0.72 -0.34 3.40 -0.0096
H 5.15 0.75 0.14 0.0815
H -3.43 -3.41 2.77 0.0881
H -5.56 2.17 -0.91 0.1041
H -3.27 -5.34 1.14 0.1080
H 2.22 -2.12 2.93 0.0893
H -0.84 -0.53 4.46 0.1092
H 1.42 1.31 -3.73 0.1083
H -1.39 -1.02 2.86 0.0696
H 1.77 1.85 -2.08 0.0738
H -2.49 -4.74 3.45 0.0951
H -0.82 2.01 1.15 0.0787
H 3.37 -1.53 -2.10 0.1018
H -1.49 -5.23 1.19 0.1084
H 2.68 0.29 3.36 0.0752
H -4.95 0.34 -2.53 0.1037
H 4.44 3.95 2.05 0.1031
H 4.77 0.85 1.88 0.0775
H 0.14 1.29 -2.51 0.0824
H -3.18 -5.29 -1.33 0.1080
H -1.47 -3.18 -2.79 0.0486
H 3.38 -0.44 -3.49 0.1104
H -2.49 3.47 -2.40 0.0934
H -2.39 4.62 -1.05 0.1028
H 3.27 3.85 -0.81 0.0925
H -4.27 3.32 -0.59 0.0927
H -0.92 4.04 -1.84 0.1007
H 4.30 2.54 -1.43 0.0819
H 1.35 1.47 3.39 0.0944
H -0.28 -1.14 -2.92 0.0731
H -1.40 -5.18 -1.25 0.1083
H -4.78 3.00 -2.27 0.1028
H 0.27 2.48 -0.18 0.0737
H -1.03 0.68 3.20 0.0901
H -1.65 -3.32 2.83 0.0426
H 1.60 0.34 4.74 0.1108
H 1.04 -2.33 -2.74 0.0988
H 1.10 -2.23 4.29 0.1080
H -4.73 -0.32 -0.90 0.1036
H 0.56 -2.69 2.66 0.0751
H 3.67 0.22 -1.89 0.0630
H -3.24 -3.31 -2.88 0.0804
H 5.90 1.98 1.15 0.1076
H 1.00 -1.24 -4.13 0.1083
H -3.44 -0.49 -2.12 0.0802
H 2.71 3.94 1.68 0.0930
H 5.00 3.83 -0.44 0.1025
H -2.22 -4.58 -3.55 0.0944
H 3.40 2.73 2.78 0.0759
H -0.62 3.72 0.72 0.1098
```

As for the total charge: +2. Its spin multiplicity is 6. As for the orbital gap (alpha / beta): 0.380 / 0.261 Eh. The relative energy (zero: lowest compared OMol25 entry of this formula, charge and spin) comes out at 0.0 kJ/mol. As for the total energy: -137517.6179 eV. For the highest occupied orbital energy (alpha / beta), the calculation gives -14.553 / -14.621 eV. The expectation value of S² is 8.764.